# 1
Molecular formula: C36H34N2O4Tl
Method: DFT, the ωB97M-V functional and the def2-TZVPD basis

Geometry (Å):
1 Tl 0.2640 0.5679 -1.7523
2 O -1.6947 1.9970 -1.0816
3 C -2.8613 1.3789 -1.7423
4 C -2.3005 1.0097 -3.1946
5 O -2.8508 1.3428 -4.2059
6 O -1.1468 0.3497 -3.1922
7 C -4.0251 2.3366 -1.8952
8 C -3.8518 3.7112 -1.6590
9 C -4.9221 4.5779 -1.8918
10 C -6.1290 4.1359 -2.3682
11 C -6.3761 2.7969 -2.5375
12 C -5.3383 1.8895 -2.2330
13 C -3.2333 0.1592 -0.8806
14 C -3.2506 -1.1158 -1.4433
15 C -3.5414 -2.1996 -0.5996
16 C -3.7707 -2.0241 0.7672
17 C -3.6956 -0.7456 1.3177
18 C -3.3757 0.3434 0.4797
19 H -1.7092 2.9708 -1.2089
20 H -2.9473 4.1562 -1.3017
21 H -4.8334 5.6930 -1.7605
22 H -6.9457 4.8291 -2.5258
23 H -7.3783 2.3802 -2.8456
24 H -5.5669 0.8490 -2.4394
25 H -3.0515 -1.1650 -2.5268
26 H -3.4949 -3.1766 -1.0580
27 H -3.9580 -2.8708 1.3670
28 H -3.7845 -0.6670 2.3851
29 H -3.2925 1.3203 0.9466
30 C 2.9878 -1.3045 -2.8371
31 N 2.4886 -0.1363 -2.0685
32 C 3.2342 0.7061 -1.4397
33 C 2.7401 1.7827 -0.6888
34 C 3.3440 2.4861 0.3699
35 C 2.3244 3.1607 1.0019
36 C 1.1623 2.9583 0.2909
37 N 1.3806 2.0435 -0.6584
38 C 2.3539 -2.5711 -2.3963
39 C 3.0377 -3.6021 -1.7587
40 C 2.2876 -4.7288 -1.3731
41 C 0.9316 -4.8628 -1.6397
42 C 0.2633 -3.8219 -2.1866
43 C 0.9805 -2.7368 -2.6132
44 H 4.0903 -1.2872 -2.7570
45 H 2.6827 -1.1485 -3.9234
46 H 4.3012 0.5048 -1.4243
47 H 4.4060 2.5150 0.5697
48 H 2.4275 3.8113 1.8868
49 H 0.1631 3.3048 0.5117
50 H 4.0816 -3.5506 -1.6333
51 H 2.7981 -5.5837 -0.9834
52 H 0.4624 -5.7895 -1.3405
53 H -0.8197 -3.8616 -2.3176
54 H 0.5137 -1.9199 -3.2085
55 C 3.6028 0.4441 5.8746
56 C 3.0237 -0.0284 4.5824
57 C 1.7482 0.3974 4.2495
58 C 1.1592 -0.0099 3.0475
59 C -0.2208 0.4279 2.7455
60 C 1.9425 -0.8112 2.1469
61 C 1.5429 -0.9610 0.7525
62 O 0.4274 -0.5821 0.3319
63 C 3.1901 -1.3488 2.5707
64 C 3.9572 -2.2301 1.6433
65 C 3.6867 -1.0054 3.8051
66 H 4.6258 0.8194 5.7667
67 H 3.6692 -0.3922 6.6186
68 H 2.9917 1.2367 6.3130
69 H 1.2764 1.1642 4.8122
70 H -0.6302 0.9743 3.5954
71 H -0.7813 -0.4296 2.3873
72 H -0.1774 1.1121 1.8763
73 H 2.2579 -1.3325 0.0411
74 H 4.4702 -1.5941 0.9233
75 H 3.3262 -2.9816 1.1472
76 H 4.7055 -2.7680 2.2108
77 H 4.6445 -1.3001 4.2558

Values from the calculation:
Charge: +1
LUMO level: -0.139 Ha
HOMO energy: -11.33 eV

# 2
Molecular formula: C36H34N2O6S2
Method: DFT, the ωB97M-V functional and the def2-TZVPD basis

Geometry (Å):
1 C 2.7348 -3.4788 -3.1804
2 N 3.2897 -2.2158 -2.7185
3 C 4.1857 -1.5730 -3.6673
4 C 3.1252 -1.7460 -1.4482
5 C 2.7062 -2.6016 -0.4016
6 C 2.8094 -2.1720 0.9114
7 N 3.2226 -0.9010 1.2000
8 C 3.4520 -0.4705 2.6195
9 C 2.1371 -0.5884 3.3533
10 C 1.7033 0.5552 4.2524
11 C 1.0421 0.2573 5.4512
12 C 0.6154 1.2839 6.2952
13 C 0.7445 2.6203 5.8942
14 C 1.3294 2.9262 4.6567
15 C 1.7543 1.8900 3.8002
16 O 1.3819 -1.5284 3.1719
17 C 3.3326 0.0018 0.1962
18 C 3.3848 -0.3988 -1.1076
19 H 1.6715 -3.5741 -2.9139
20 H 2.8305 -3.5008 -4.2748
21 H 3.2783 -4.3480 -2.7724
22 H 4.6499 -0.6865 -3.2221
23 H 4.9782 -2.2814 -3.9710
24 H 3.6236 -1.2833 -4.5716
25 H 2.3362 -3.6039 -0.5927
26 H 2.4703 -2.7839 1.7322
27 H 3.8297 0.5501 2.6767
28 H 0.8590 -0.7892 5.7209
29 H 0.1707 1.0339 7.2597
30 H 0.3767 3.4201 6.5306
31 H 1.4470 3.9616 4.3471
32 H 2.0780 2.0844 2.7749
33 H 3.3821 1.0461 0.5081
34 H 3.6012 0.3458 -1.8790
35 C 10.9338 0.0500 0.7157
36 O 9.6074 0.3404 0.2408
37 C 8.5186 -0.1428 0.8908
38 C 7.2808 0.4930 0.6145
39 C 6.2086 0.3035 1.4558
40 C 6.2261 -0.6983 2.4393
41 C 5.0809 -0.9896 3.3194
42 C 5.2816 -0.8712 4.7221
43 S 4.3455 -2.0056 5.6957
44 C 4.8602 -3.6985 5.3655
45 C 3.9936 -4.5315 4.6448
46 C 4.3470 -5.8622 4.4109
47 C 5.5278 -6.3791 4.9488
48 C 6.3729 -5.5560 5.6974
49 C 6.0341 -4.2191 5.9228
50 O 4.6585 -1.7556 7.0920
51 O 2.9806 -1.9392 5.2255
52 S 6.7576 -0.1647 5.4477
53 C 6.3674 0.4157 7.0994
54 C 7.2106 0.1126 8.1673
55 C 6.8966 0.5970 9.4392
56 C 5.7611 1.3919 9.6264
57 C 4.9487 1.7244 8.5335
58 C 5.2529 1.2332 7.2634
59 O 7.7139 -1.2448 5.6538
60 O 7.1387 1.0123 4.6948
61 C 7.4171 -1.4174 2.6293
62 C 8.5523 -1.1719 1.8716
63 H 11.5586 0.5715 -0.0101
64 H 11.1036 0.4546 1.7201
65 H 11.1461 -1.0242 0.6987
66 H 7.2478 1.2131 -0.2065
67 H 5.3580 0.9791 1.3411
68 H 4.2255 -1.7070 3.0648
69 H 3.0409 -4.1349 4.2915
70 H 3.6838 -6.4880 3.8143
71 H 5.7824 -7.4297 4.7984
72 H 7.2987 -5.9477 6.1193
73 H 6.6679 -3.5754 6.5337
74 H 8.0849 -0.5170 8.0063
75 H 7.5410 0.3390 10.2830
76 H 5.5023 1.7502 10.6283
77 H 4.0706 2.3589 8.6618
78 H 4.6281 1.4691 6.4049
79 H 7.4517 -2.2018 3.3815
80 H 9.4706 -1.7303 2.0599

Values from the calculation:
LUMO level: -0.019 Ha
HOMO energy: -6.47 eV
Relative energy (zero: lowest compared OMol25 entry of this formula, charge and spin): 16.29 kcal/mol

Number 1: electronic energy -53739.921 eV, strongest force on any atom 2.345 eV/Å. Number 2: electronic energy -74812.718 eV, strongest force on any atom 4.671 eV/Å.